Entry from the Open Molecules 2025 dataset: a 14-piece molecular cluster, C14H56N28O14 overall in a non-equilibrium geometry (ωB97M-V/def2-TZVPD).

The geometry in ORCA input format:
```
! wB97M-V def2-TZVPD RIJCOSX def2/J DEFGRID3
* xyz 0 1
C -3.55 -4.51 1.75
O -3.01 -5.42 1.14
N -3.28 -4.30 3.01
N -4.38 -3.62 1.29
H -3.78 -3.54 3.45
H -2.49 -4.78 3.41
H -4.82 -3.68 0.39
H -4.46 -2.73 1.75
C 0.59 -0.53 0.49
O 1.10 0.08 1.43
N 0.45 -0.11 -0.65
N 0.16 -1.76 0.55
H -0.39 -0.43 -1.12
H 0.59 0.88 -0.75
H 0.34 -2.18 1.46
H -0.18 -2.30 -0.23
C 4.69 4.03 0.36
O 5.11 3.71 1.48
N 4.12 3.19 -0.45
N 4.83 5.23 -0.06
H 3.92 2.23 -0.20
H 3.95 3.45 -1.41
H 4.50 5.48 -0.98
H 5.48 5.85 0.39
C 0.34 7.26 -2.81
O -0.73 7.88 -2.67
N 1.55 7.87 -2.77
N 0.58 5.99 -2.86
H 1.40 8.83 -2.52
H 2.38 7.36 -3.04
H -0.20 5.37 -2.69
H 1.48 5.68 -3.17
C -4.61 0.86 2.38
O -4.83 0.02 3.18
N -5.37 1.26 1.46
N -3.40 1.40 2.31
H -6.37 1.13 1.58
H -4.93 1.95 0.88
H -2.67 1.20 2.97
H -3.32 2.21 1.71
C 0.01 6.34 2.31
O 1.03 6.67 2.82
N -0.22 5.28 1.57
N -1.00 7.12 2.31
H 0.44 4.52 1.47
H -1.08 5.03 1.11
H -1.89 7.00 1.85
H -0.92 8.08 2.62
C 3.59 2.61 6.50
O 3.49 2.58 7.66
N 4.50 3.25 5.87
N 2.82 1.92 5.67
H 5.05 3.86 6.46
H 4.78 3.19 4.90
H 2.69 2.23 4.72
H 2.14 1.30 6.10
C -3.81 4.26 -2.16
O -3.39 4.14 -1.08
N -4.70 5.07 -2.77
N -3.22 3.57 -3.12
H -4.71 4.93 -3.77
H -5.40 5.56 -2.23
H -3.66 3.62 -4.03
H -2.60 2.79 -2.99
C 4.63 -6.37 -2.33
O 5.50 -7.09 -1.68
N 4.33 -6.59 -3.61
N 3.89 -5.48 -1.75
H 4.84 -7.43 -3.87
H 3.45 -6.25 -3.97
H 2.93 -5.27 -1.99
H 4.25 -5.29 -0.83
C 2.24 -2.29 -5.97
O 2.56 -3.46 -6.01
N 2.21 -1.55 -7.07
N 1.85 -1.74 -4.90
H 2.57 -1.96 -7.91
H 1.60 -0.74 -7.06
H 1.84 -2.44 -4.18
H 1.39 -0.83 -4.87
C -1.08 -1.39 6.21
O -0.03 -1.55 6.70
N -2.11 -1.72 6.95
N -1.30 -1.10 4.95
H -2.05 -1.44 7.92
H -3.07 -1.67 6.65
H -2.25 -1.12 4.61
H -0.54 -1.14 4.28
C -0.46 -6.00 -3.44
O 0.17 -5.12 -2.85
N -0.34 -6.41 -4.66
N -1.23 -6.81 -2.84
H -0.82 -7.25 -4.96
H 0.48 -6.24 -5.23
H -1.72 -7.51 -3.39
H -1.42 -6.37 -1.95
C 3.68 -3.60 2.91
O 4.14 -4.70 2.54
N 4.10 -2.44 2.56
N 2.67 -3.43 3.63
H 4.95 -2.40 2.01
H 3.55 -1.63 2.80
H 2.05 -4.23 3.61
H 2.60 -2.64 4.24
C -4.06 -1.44 -3.00
O -3.33 -0.84 -2.27
N -5.33 -1.23 -3.18
N -3.62 -2.16 -4.01
H -5.71 -0.55 -2.54
H -5.82 -1.71 -3.92
H -2.66 -2.38 -3.81
H -4.21 -2.43 -4.79
*
```

Kohn-Sham gap: 0.290 Eh
E_LUMO: -0.02818 Eh
HOMO level: -8.65 eV
E_tot: -85818.663 eV

Results of the Mulliken charge analysis, in e, for atoms 1 through 99: 0.724 -0.683 -0.387 -0.342 0.153 0.208 0.179 0.151 0.557 -0.743 -0.306 -0.309 0.228 0.246 0.164 0.156 0.723 -0.697 -0.355 -0.354 0.208 0.135 0.119 0.227 0.739 -0.658 -0.456 -0.348 0.218 0.161 0.189 0.142 0.699 -0.662 -0.325 -0.263 0.235 0.112 0.161 0.070 0.634 -0.659 -0.259 -0.376 0.175 0.112 0.154 0.220 0.590 -0.624 -0.357 -0.345 0.203 0.183 0.177 0.177 0.708 -0.605 -0.378 -0.404 0.145 0.225 0.124 0.194 0.541 -0.710 -0.394 -0.315 0.248 0.215 0.218 0.202 0.650 -0.660 -0.435 -0.340 0.233 0.159 0.224 0.173 0.608 -0.595 -0.447 -0.208 0.258 0.171 0.116 0.087 0.674 -0.666 -0.398 -0.417 0.150 0.243 0.149 0.259 0.739 -0.696 -0.398

=====

Entry from the Open Molecules 2025 dataset: a 14-piece molecular cluster, C14H56N28O14 overall in a non-equilibrium geometry (ωB97M-V/def2-TZVPD).

The geometry in ORCA input format:
```
! wB97M-V def2-TZVPD RIJCOSX def2/J DEFGRID3
* xyz 0 1
C 1.62 0.45 -5.52
O 1.79 -0.34 -6.43
N 0.52 0.42 -4.70
N 2.33 1.61 -5.44
H 0.29 1.30 -4.26
H -0.21 -0.24 -4.88
H 2.29 2.21 -4.63
H 3.02 1.81 -6.13
C -1.06 -0.58 6.08
O -1.28 -1.07 7.17
N -0.44 -1.13 5.02
N -1.23 0.79 5.86
H 0.24 -1.89 5.01
H -0.25 -0.47 4.28
H -1.71 1.27 6.60
H -1.22 1.06 4.90
C -0.07 4.14 -3.12
O -0.11 2.94 -3.38
N -0.87 5.04 -3.75
N 0.83 4.67 -2.25
H -1.43 4.67 -4.49
H -0.90 6.02 -3.54
H 1.03 5.65 -2.18
H 1.52 4.00 -1.95
C -2.89 -2.95 0.14
O -2.17 -2.21 0.81
N -3.76 -3.79 0.76
N -2.91 -3.04 -1.22
H -4.16 -4.55 0.23
H -4.01 -3.68 1.72
H -3.49 -3.76 -1.60
H -2.57 -2.27 -1.76
C 4.99 0.35 -3.52
O 4.47 -0.69 -3.88
N 6.07 0.92 -4.14
N 4.47 1.10 -2.50
H 6.50 1.71 -3.70
H 6.34 0.68 -5.07
H 3.60 0.79 -2.10
H 4.84 1.96 -2.16
C -3.43 -1.48 4.79
O -3.79 -0.32 4.64
N -2.94 -2.19 3.72
N -3.30 -2.11 5.98
H -3.04 -3.18 3.80
H -2.59 -1.72 2.91
H -3.59 -1.58 6.78
H -2.84 -2.99 6.08
C 0.38 -0.02 -0.19
O 1.58 0.29 -0.22
N -0.23 -0.25 0.98
N -0.48 0.02 -1.25
H -1.15 -0.66 1.06
H 0.30 -0.05 1.82
H -0.32 0.28 -2.20
H -1.34 -0.43 -0.98
C -3.66 1.33 -1.17
O -3.53 0.11 -1.22
N -2.65 2.18 -0.82
N -4.78 1.99 -1.56
H -2.95 3.12 -0.61
H -1.89 1.77 -0.30
H -5.61 1.48 -1.83
H -4.79 2.98 -1.69
C -3.15 0.87 -5.24
O -3.62 -0.25 -5.10
N -2.66 1.60 -4.21
N -3.18 1.52 -6.44
H -2.70 1.23 -3.28
H -1.89 2.25 -4.32
H -2.62 2.33 -6.65
H -3.66 1.17 -7.24
C -3.80 1.42 2.19
O -3.73 2.24 1.29
N -4.99 0.91 2.62
N -2.79 1.10 3.06
H -5.09 0.40 3.48
H -5.81 1.13 2.10
H -1.87 1.49 3.06
H -2.96 0.26 3.60
C 2.21 -2.80 4.33
O 1.30 -3.34 4.96
N 3.32 -2.29 4.89
N 2.02 -2.39 3.04
H 4.00 -1.82 4.31
H 3.54 -2.52 5.84
H 1.13 -2.65 2.66
H 2.78 -1.98 2.52
C 4.67 -1.82 1.08
O 4.24 -1.57 2.20
N 4.20 -1.27 -0.07
N 5.47 -2.88 0.81
H 4.57 -1.43 -0.98
H 3.31 -0.79 0.02
H 6.04 -3.38 1.47
H 5.67 -3.04 -0.15
C 2.04 -3.25 -2.63
O 1.63 -4.31 -2.17
N 3.35 -2.89 -2.54
N 1.26 -2.26 -3.16
H 3.73 -2.10 -3.05
H 4.03 -3.58 -2.25
H 1.75 -1.39 -3.15
H 0.26 -2.34 -3.10
C 1.47 1.82 3.35
O 0.74 0.83 3.27
N 2.35 2.11 2.37
N 1.52 2.56 4.47
H 2.21 1.45 1.61
H 3.02 2.85 2.42
H 2.30 3.17 4.63
H 1.03 2.20 5.28
*
```

Kohn-Sham gap: 0.302 Eh
E_LUMO: -0.01150 Eh
HOMO level: -8.52 eV
E_tot: -85828.251 eV

Results of the Mulliken charge analysis, in e, for atoms 1 through 99: 0.558 -0.708 0.126 -0.305 0.029 0.114 0.121 0.214 0.503 -0.740 0.452 -0.170 0.200 -0.261 0.241 -0.075 0.479 -0.579 -0.415 -0.424 0.194 0.157 0.187 0.235 0.465 -0.561 -0.402 -0.290 0.122 0.166 0.145 0.172 0.712 -0.751 -0.452 -0.269 0.139 0.256 0.059 0.168 0.413 -0.739 -0.110 -0.409 0.225 0.049 0.262 0.196 0.475 -0.583 1.115 0.888 -0.049 -0.696 -0.208 -0.603 0.245 -0.595 -0.060 -0.332 0.250 -0.044 0.255 0.134 0.509 -0.649 -0.115 -0.367 0.184 0.151 0.135 0.224 0.348 -0.679 -0.273 -0.058 0.252 0.193 -0.034 0.261 0.395 -0.798 -0.305 -0.067 0.228 0.194 0.087 0.296 0.526 -0.774 0.186 -0.367 0.041 0.079 0.215 0.101 0.452 -0.715 -0.174

=====

Entry from the Open Molecules 2025 dataset: a 14-piece molecular cluster, C14H56N28O14 overall in a non-equilibrium geometry (ωB97M-V/def2-TZVPD).

The geometry in ORCA input format:
```
! wB97M-V def2-TZVPD RIJCOSX def2/J DEFGRID3
* xyz 1 2
C -2.65 -5.71 1.27
O -3.60 -5.56 0.47
N -2.59 -6.68 2.25
N -1.72 -4.76 1.45
H -3.34 -7.35 2.32
H -1.97 -6.48 3.02
H -2.00 -3.88 1.05
H -0.84 -5.18 1.73
C 2.44 -1.97 -1.82
O 2.27 -1.22 -2.73
N 3.13 -1.68 -0.66
N 2.02 -3.21 -1.71
H 3.21 -0.68 -0.53
H 3.08 -2.31 0.13
H 2.43 -3.76 -0.97
H 1.57 -3.75 -2.44
C -0.51 -1.74 4.52
O -0.27 -2.82 4.07
N -1.26 -0.88 4.01
N 0.05 -1.34 5.62
H -1.53 -0.05 4.52
H -1.75 -1.03 3.14
H 0.70 -1.99 6.04
H -0.09 -0.40 5.95
C 1.99 -4.15 1.84
O 2.86 -4.58 1.07
N 2.12 -4.22 3.12
N 0.80 -3.72 1.52
H 2.99 -4.48 3.55
H 1.35 -3.89 3.69
H 0.30 -3.43 2.35
H 0.50 -3.44 0.60
C 0.98 2.84 5.03
O 0.61 1.88 5.73
N 0.66 2.93 3.74
N 1.58 3.90 5.32
H 1.16 3.63 3.21
H 0.22 2.14 3.30
H 1.71 4.05 6.31
H 1.74 4.61 4.62
C -1.33 -3.31 -2.77
O -0.56 -3.79 -1.95
N -1.20 -3.60 -4.04
N -2.28 -2.39 -2.64
H -1.79 -3.20 -4.76
H -0.48 -4.30 -4.16
H -2.72 -2.02 -3.47
H -2.54 -2.02 -1.73
C -2.84 3.04 1.76
O -3.60 3.97 1.95
N -2.83 1.96 2.49
N -1.86 3.16 0.91
H -2.10 1.29 2.31
H -3.54 1.97 3.20
H -1.02 2.62 1.03
H -1.92 4.05 0.42
C -2.23 3.37 -5.24
O -2.69 2.63 -6.11
N -1.83 3.02 -4.11
N -2.25 4.65 -5.37
H -2.23 3.54 -3.35
H -1.67 2.02 -4.13
H -2.77 5.02 -6.15
H -2.38 5.00 -4.43
C 3.51 0.86 2.60
O 3.37 0.78 1.40
N 2.54 0.52 3.40
N 4.49 1.19 3.37
H 1.71 0.24 2.90
H 2.62 0.44 4.40
H 4.42 1.24 4.37
H 5.34 1.39 2.85
C 4.39 2.08 -1.40
O 4.70 2.75 -2.34
N 5.26 1.45 -0.59
N 3.15 2.11 -0.91
H 4.81 1.23 0.30
H 6.22 1.74 -0.70
H 3.04 1.69 0.00
H 2.68 2.92 -1.28
C 0.94 4.89 -1.70
O 1.84 5.00 -0.98
N 0.77 3.82 -2.46
N 0.26 5.97 -2.08
H 1.38 3.02 -2.38
H 0.31 3.91 -3.36
H 0.38 6.84 -1.59
H -0.66 5.74 -2.43
C -3.61 -1.23 0.87
O -2.58 -1.37 1.48
N -4.13 -0.08 0.73
N -4.25 -2.12 0.17
H -3.68 0.71 1.17
H -5.01 0.10 0.26
H -5.00 -1.81 -0.44
H -3.83 -2.93 -0.25
C -0.36 0.02 -5.15
O -0.82 0.32 -4.04
N 0.01 0.88 -6.07
N -0.12 -1.09 -5.67
H 0.73 0.56 -6.70
H 0.05 1.88 -5.92
H 0.49 -1.08 -6.48
H -0.13 -1.97 -5.17
C -0.37 0.31 -0.25
O -0.30 0.77 0.83
N -0.15 1.06 -1.28
N -0.68 -0.99 -0.52
H 0.06 2.01 -1.03
H 0.14 0.70 -2.19
H -0.57 -1.41 -1.43
H -1.03 -1.40 0.33
*
```

Kohn-Sham gap (alpha / beta): 0.315 / 0.096 Eh
E_LUMO (alpha / beta): -0.08507 / -0.30428 Eh
HOMO level (alpha / beta): -10.89 / -10.89 eV
E_tot: -85814.360 eV

Results of the Mulliken charge analysis, in e, for atoms 1 through 99: 0.482 -0.669 -0.409 -0.099 0.227 0.169 -0.071 0.336 0.555 -0.602 -0.367 -0.180 0.248 0.191 0.053 0.210 0.680 -0.865 0.067 -0.419 0.216 -0.118 0.236 0.117 0.476 -0.794 -0.341 -0.120 0.221 0.261 0.606 -0.095 0.633 -0.697 -0.203 -0.340 0.205 -0.034 0.298 0.148 0.521 -0.602 -0.502 -0.214 0.204 0.228 0.148 0.032 0.552 -0.750 -0.252 0.098 0.045 0.194 -0.068 0.117 0.294 -0.645 0.006 -0.313 0.277 -0.008 0.277 0.187 0.685 -0.770 -0.250 -0.367 -0.198 0.188 0.169 0.227 0.353 -0.332 -0.347 0.407 0.313 0.271 0.291 0.158 0.688 -0.623 -0.148 -0.428 -0.185 0.214 0.276 0.149 0.579 -0.627 -0.279 -0.459 0.162 0.181 0.203 0.156 0.670 -0.823 -0.390

=====

Entry from the Open Molecules 2025 dataset: a 15-piece molecular cluster, C14H58O22 overall in a non-equilibrium geometry (ωB97M-V/def2-TZVPD).

The geometry in ORCA input format:
```
! wB97M-V def2-TZVPD RIJCOSX def2/J DEFGRID3
* xyz 0 1
O -9.26 -15.99 17.58
H -10.12 -16.02 18.00
H -8.72 -15.42 18.17
O -6.56 -17.09 19.06
H -7.02 -17.75 19.60
H -6.35 -17.54 18.24
O -7.54 -11.79 17.98
H -7.18 -12.54 18.49
H -7.39 -12.04 17.05
O -10.92 -13.08 21.17
H -10.48 -12.61 20.43
H -11.73 -13.44 20.80
O -2.59 -16.71 21.89
H -3.11 -16.23 21.23
H -1.70 -16.34 21.83
O -2.56 -12.60 20.65
H -2.45 -12.42 21.59
H -3.42 -12.21 20.44
O -7.82 -14.75 24.12
H -8.33 -14.04 23.71
H -8.18 -15.56 23.73
O -10.05 -11.96 18.88
H -10.67 -12.02 18.15
H -9.15 -11.97 18.47
C -4.01 -10.25 18.78
C -4.64 -9.46 19.91
O -5.80 -8.82 19.38
O -4.65 -11.46 18.42
H -3.00 -10.49 19.13
H -3.85 -9.62 17.90
H -3.89 -8.72 20.21
H -4.95 -10.19 20.67
H -6.18 -8.31 20.11
H -5.54 -11.27 18.09
C -5.96 -17.52 23.03
C -6.37 -18.49 24.15
O -7.67 -18.22 24.67
O -5.66 -16.29 23.68
H -6.79 -17.27 22.36
H -5.09 -17.89 22.48
H -5.67 -18.43 24.99
H -6.43 -19.52 23.81
H -7.65 -17.28 24.91
H -5.66 -15.63 22.97
C -7.72 -14.10 20.59
C -6.57 -13.43 21.29
O -5.53 -14.37 21.60
O -7.46 -14.38 19.19
H -8.61 -13.48 20.53
H -8.01 -15.04 21.08
H -6.91 -13.03 22.24
H -6.06 -12.66 20.71
H -5.00 -14.54 20.80
H -7.09 -15.29 19.20
C -7.02 -11.21 24.15
C -7.53 -10.72 25.53
O -6.38 -10.38 26.31
O -6.82 -10.13 23.25
H -7.78 -11.87 23.72
H -6.15 -11.86 24.27
H -8.03 -11.59 25.99
H -8.24 -9.90 25.47
H -6.61 -9.84 27.07
H -5.98 -9.74 23.52
C -3.50 -15.68 18.34
C -4.05 -14.70 17.35
O -3.31 -13.50 17.24
O -3.61 -15.23 19.70
H -2.47 -15.95 18.09
H -4.11 -16.58 18.28
H -5.09 -14.48 17.64
H -4.13 -15.16 16.36
H -3.82 -12.83 17.72
H -2.79 -14.75 19.89
C -10.59 -12.03 24.57
C -10.26 -12.63 25.94
O -8.90 -12.71 26.30
O -9.76 -12.61 23.59
H -10.41 -10.95 24.62
H -11.65 -12.24 24.37
H -10.71 -13.63 25.94
H -10.85 -12.08 26.68
H -8.44 -13.14 25.56
H -10.23 -12.70 22.74
C -9.89 -16.87 21.60
C -11.33 -16.50 21.98
O -12.03 -16.18 20.77
O -9.02 -16.83 22.71
H -9.50 -16.19 20.84
H -9.89 -17.82 21.05
H -11.38 -15.69 22.71
H -11.80 -17.37 22.46
H -12.95 -16.03 20.99
H -9.50 -17.18 23.47
*
```

Kohn-Sham gap: 0.307 Eh
E_LUMO: 0.00154 Eh
HOMO level: -8.32 eV
E_tot: -60500.611 eV

Atom-resolved charges from Mulliken, all expressed in e: -0.695 0.295 0.405 -0.510 0.207 0.258 -1.028 0.174 0.339 -0.587 0.285 0.190 -0.660 0.496 0.260 -0.618 0.323 0.230 -0.554 0.102 0.316 -0.653 0.283 0.454 -1.014 0.147 -0.531 -0.567 0.508 0.404 0.431 -0.024 0.317 0.327 0.345 -0.808 -0.528 -0.496 -0.177 0.339 0.315 0.368 0.334 0.388 1.167 1.845 -0.406 0.089 -0.522 -0.483 -0.987 -0.109 0.040 0.130 0.673 -0.695 -0.560 -0.559 -0.757 0.428 0.677 0.264 0.317 0.328 -0.569 -0.046 -0.577 -0.421 0.428 0.173 -0.212 0.378 0.534 0.201 -0.330 -0.628 -0.528 -0.323 0.202 0.481 0.358 0.369 0.170 0.202 -0.084 -0.560 -0.536 -0.294 -0.164 0.286 0.211 0.448 0.309 0.252

=====

Entry from the Open Molecules 2025 dataset: C14H5F3N3O4S4V as an isolated structure in a non-equilibrium geometry (ωB97M-V/def2-TZVPD).

The geometry in ORCA input format:
```
! wB97M-V def2-TZVPD RIJCOSX def2/J DEFGRID3
* xyz -2 3
V -0.45 -0.78 -0.30
F 3.08 -3.78 2.69
C 2.95 -4.23 1.43
F 4.06 -4.98 1.18
F 1.92 -5.09 1.43
C 2.80 -3.13 0.42
C 3.72 -2.99 -0.60
C 3.57 -2.00 -1.56
C 2.46 -1.18 -1.46
N 1.61 -1.26 -0.45
C 1.73 -2.21 0.50
S 0.43 -2.21 1.62
H 4.54 -3.69 -0.66
H 4.25 -1.91 -2.39
H 2.22 -0.44 -2.22
S 0.31 1.44 0.39
C -1.14 2.37 0.61
C -1.04 3.73 0.94
C -2.15 4.53 1.15
C -1.98 5.92 1.48
N -1.83 7.03 1.74
C -3.43 3.97 1.01
C -3.55 2.63 0.68
C -2.43 1.80 0.48
S -2.68 0.14 0.05
C -4.61 4.76 1.22
N -5.56 5.39 1.38
H -0.05 4.16 1.04
H -4.53 2.19 0.58
O -0.41 -0.63 -2.33
S -0.86 -2.08 -2.56
O 0.30 -2.89 -2.90
O -1.31 -2.39 -1.13
O -1.95 -2.17 -3.49
*
```

Kohn-Sham gap (alpha / beta): 0.255 / 0.255 Eh
E_LUMO (alpha / beta): 0.16927 / 0.16926 Eh
HOMO level (alpha / beta): -2.33 / -2.33 eV
E_tot: -104447.864 eV

Atom-resolved charges from natural (NBO), all expressed in e: 1.045 -0.329 0.988 -0.350 -0.315 -0.255 -0.103 -0.319 0.137 -0.527 0.121 -0.184 0.215 0.210 0.226 -0.217 -0.156 -0.174 -0.214 0.314 -0.383 -0.140 -0.181 -0.174 -0.158 0.315 -0.386 0.221 0.222 -0.997 2.564 -1.023 -0.999 -0.993